(1)
{
  "formula": "C5H4IrO4",
  "method": "ωB97M-V/def2-TZVPD",
  "elements": ["C", "H", "O", "C", "O", "O", "H", "O", "C", "C", "H", "C", "H", "Ir"],
  "positions_angstrom": [[-2.3447, 0.0519, -0.4609], [-3.9813, -0.7998, -1.9047], [1.3378, 1.4466, 1.0480], [0.2139, 0.9831, 0.8494], [-0.8454, 1.7104, 0.8114], [0.0448, -0.2534, 0.4080], [-1.6261, 1.2616, 0.3299], [1.6583, -1.7112, -1.6038], [-3.2001, -0.3725, -1.2886], [1.1197, -1.2919, 0.7001], [2.2048, -0.9542, -1.8618], [1.6414, -1.9331, -0.3149], [1.6226, -1.1054, 1.6442], [2.1543, 2.9680, 1.6439]],
  "lowdin_spin": [0.45, 0.02, 0.23, 0.03, 0.01, 0.12, 0.00, 0.25, 0.53, 0.14, 0.01, 0.67, 0.00, 2.53],
  "s2": 8.78,
  "energy_ha": -596.999149,
  "de_lowest_ev": 0.393,
  "multiplicity": 6,
  "homo_energy_ev": [-16.552, -16.901],
  "charge": 2
}

***

(2)
{
  "formula": "C5H14NO",
  "method": "ωB97M-V/def2-TZVPD",
  "elements": ["H", "H", "N", "C", "H", "H", "H", "C", "H", "C", "H", "H", "H", "H", "O", "H", "H", "H", "H", "C", "C"],
  "positions_angstrom": [[-0.5514, 1.7400, -3.0582], [-1.4281, 1.6988, 0.3328], [1.1523, -1.8925, 0.7900], [0.9612, -0.5871, 0.1707], [-1.9031, -2.4899, 1.0188], [-1.8048, -2.9305, 2.4810], [1.5739, -0.4612, -0.7099], [0.1382, 2.1454, -1.0212], [0.0942, 2.3114, 1.1444], [-0.2490, 1.1750, -2.1695], [-1.1287, 0.6048, -1.8530], [0.3819, -2.1676, 1.4647], [0.5860, 0.5344, -2.4229], [1.1967, 2.4121, -1.0099], [-1.2572, -2.6514, 1.7237], [-0.4322, 3.0810, -1.1651], [-0.3347, -0.0016, 1.6902], [2.0200, -1.8574, 1.3622], [1.2186, -2.6681, 0.1179], [-0.3300, 1.6600, 0.3501], [0.0961, 0.3445, 0.7631]],
  "lowdin_spin": [0.00, 0.03, 0.06, 0.46, 0.00, 0.00, 0.01, 0.02, 0.04, 0.03, 0.00, 0.00, 0.00, 0.00, 0.00, 0.00, 0.00, 0.02, 0.01, 0.08, 0.22],
  "s2": 0.76,
  "energy_ha": -328.125471,
  "de_lowest_ev": 1.688,
  "multiplicity": 2,
  "homo_energy_ev": [-19.567, -19.531],
  "charge": 2
}